[1]
# C45H42AsN4O2PRuS2

A molecular structure, C45H42AsN4O2PRuS2 in a non-equilibrium geometry (ωB97M-V with the def2-TZVPD basis set, the OMol25 dataset).

Its total energy is -5577.4497 Eh. For the gap between HOMO and LUMO (spin up / spin down), the calculation gives 2.4 / 1.5 eV. The energy relative to the best compared isomer or geometry (same formula, charge and spin) is 322.44 kJ/mol. The spin multiplicity is 6. As for the HOMO energy (spin up / spin down): -6.11 / -8.55 eV. Its charge is +1.

Structure (XYZ):
```
98
C45H42AsN4O2PRuS2, DFT ωB97M-V with the def2-TZVPD basis set
Ru 0.89069 0.98919 -1.42746
O -0.00336 0.79226 1.55795
S -0.41237 2.18020 1.41984
O 0.40164 3.30410 1.83956
N -0.53130 2.17209 -0.28584
C -0.90188 3.36313 -0.87810
C -2.11695 4.03305 -0.58602
C -2.54886 5.05915 -1.42969
C -1.75497 5.52770 -2.48622
C -0.40922 5.03774 -2.65358
C 0.54765 5.58892 -3.56052
C 1.67480 4.84137 -3.81387
C 1.90310 3.62162 -3.21124
N 1.10693 3.02075 -2.28842
C -0.02693 3.82013 -1.94088
C -1.90592 2.40261 2.43065
C -1.90979 3.00206 3.67823
C -3.05817 3.05821 4.46038
C -4.27314 2.72513 3.85003
C -4.28580 2.28312 2.51918
C -3.11381 1.93146 1.89465
H -2.77835 3.74269 0.21316
H -3.48147 5.56176 -1.27017
H -2.10955 6.29804 -3.19751
H 0.50886 6.60765 -3.99296
H 2.48588 5.20889 -4.45512
H 2.81401 3.04679 -3.45030
H -0.98199 3.41378 4.05332
H -3.02216 3.33387 5.47824
H -5.18757 2.80726 4.35629
H -5.22793 2.10202 2.01609
H -3.11969 1.29769 1.01979
N 3.62185 2.80727 1.19990
C 3.88915 1.46039 1.37922
C 2.95776 0.75829 0.68378
N 2.17036 1.63208 0.01360
C 2.58372 2.85831 0.25633
H 4.21202 3.60247 1.49922
H 4.63676 1.13779 2.07481
H 2.73901 -0.30645 0.59793
H 2.14034 3.78942 -0.07921
C -0.94132 -1.49667 -3.20371
P -0.90392 0.26378 -2.59452
C -2.60916 0.51152 -1.78755
C -0.85253 1.10313 -4.25138
H -1.77900 -1.99579 -2.72856
H -0.08765 -2.17796 -2.98667
H -1.12960 -1.46569 -4.28587
H -3.20192 -0.37449 -1.97799
H -3.16123 1.47030 -2.08519
H -2.44354 0.52136 -0.68378
H -1.85253 1.01095 -4.73422
H -0.06390 0.64297 -4.92306
H -0.66438 2.17113 -4.14930
C 0.33980 -6.33700 -0.56468
C 1.39055 -5.45670 -0.30599
C 1.14639 -4.20148 0.27201
C -0.15024 -3.79150 0.49874
C -1.24553 -4.65776 0.19832
C -0.97925 -5.93827 -0.31500
As -0.44839 -2.04968 1.31844
C 0.57254 -2.61663 2.92802
C 1.86950 -2.30638 3.22631
C 2.40049 -2.79254 4.43860
C 1.56328 -3.54754 5.30566
C 0.23056 -3.71729 5.04648
C -0.29655 -3.30656 3.82925
C -1.70911 -3.30448 3.44996
C -2.78593 -3.77381 4.29766
C -4.11687 -3.42476 3.98954
C -4.36987 -2.78362 2.75070
C -3.33775 -2.31941 1.95092
C -1.99655 -2.64673 2.28189
H 0.64769 -7.31849 -0.90605
H 2.45069 -5.74471 -0.52775
H 1.96931 -3.56683 0.53761
H -2.22373 -4.37425 0.41135
H -1.78909 -6.64516 -0.36906
H 2.35956 -1.57481 2.58160
H 3.41443 -2.47899 4.72293
H 2.05353 -3.99404 6.17550
H -0.49628 -4.08724 5.74823
H -2.51195 -4.39766 5.15750
H -4.93447 -3.85406 4.55980
H -5.35892 -2.44877 2.50449
H -3.54121 -1.76956 1.01375
S 1.67233 -1.08287 -1.88823
C 3.16761 -0.77036 -2.83400
C 3.08720 -0.79228 -4.26260
C 4.22961 -0.72267 -5.04329
C 5.47665 -0.55176 -4.41732
C 5.57013 -0.56121 -3.03188
C 4.43009 -0.69459 -2.25909
H 2.12220 -0.98856 -4.73190
H 4.14657 -0.79625 -6.14989
H 6.44864 -0.51379 -4.98226
H 6.53138 -0.59075 -2.55457
H 4.56831 -0.80671 -1.14497
```

[2]
# C12H15Cl2NO2

C12H15Cl2NO2 in the gas phase (ωB97M-V with the def2-TZVPD basis set, the OMol25 dataset).

Its total energy is -1591.8594 Eh. For the gap between HOMO and LUMO, the calculation gives 9.3 eV. The energy relative to the best compared isomer or geometry (same formula, charge and spin) is 131.44 kJ/mol. As for the HOMO energy: -8.52 eV. Its SMILES is Clc1ccc(OCCN2CCOCC2)cc1Cl. Its charge is 0.

Structure (XYZ):
```
32
C12H15Cl2NO2, DFT ωB97M-V with the def2-TZVPD basis set
Cl 5.18449 1.58990 -0.10091
C 3.91492 0.42566 0.00946
C 4.19150 -0.92322 -0.17065
C 3.18322 -1.85868 -0.08806
C 1.86944 -1.46312 0.17788
O 0.94867 -2.45680 0.24095
C -0.38889 -2.15571 0.58816
C -1.16628 -1.42461 -0.52410
N -1.41073 -0.03466 -0.17902
C -2.56645 0.13572 0.68624
C -2.64528 1.60031 1.12038
O -2.75218 2.45574 0.00916
C -1.65083 2.28382 -0.85178
C -1.54247 0.83687 -1.33630
C 1.58902 -0.11319 0.35882
C 2.60980 0.81990 0.27117
Cl 2.22809 2.48794 0.48464
H 5.20460 -1.23021 -0.37555
H 3.38998 -2.90730 -0.22669
H -0.83176 -3.13549 0.78063
H -0.41549 -1.56737 1.51230
H -0.55890 -1.45723 -1.43162
H -2.10724 -1.95742 -0.73146
H -2.45943 -0.50285 1.56499
H -3.49942 -0.13871 0.16291
H -3.53266 1.77460 1.73092
H -1.74510 1.85279 1.70155
H -1.80957 2.95995 -1.69305
H -0.72183 2.55926 -0.33125
H -0.65419 0.73188 -1.96259
H -2.43571 0.58479 -1.93296
H 0.58066 0.22745 0.53584
```

[3]
# C39H36ClN3Si2Sn

A molecular structure, C39H36ClN3Si2Sn in a non-equilibrium geometry (ωB97M-V with the def2-TZVPD basis set, the OMol25 dataset).

Its total energy is -2924.8140 Eh. For the gap between HOMO and LUMO (spin up / spin down), the calculation gives 5.9 / 6.3 eV. The energy relative to the best compared isomer or geometry (same formula, charge and spin) is 491.18 kJ/mol. As for the HOMO energy (spin up / spin down): -13.33 / -13.65 eV. Its charge is +2.

Structure (XYZ):
```
82
C39H36ClN3Si2Sn, DFT ωB97M-V with the def2-TZVPD basis set
C -1.82054 -0.97069 4.65762
C -2.84240 -0.35511 3.83873
C -3.28784 -1.33099 2.90159
H -3.24286 0.65512 3.98881
C -2.55294 -2.53818 3.11859
C -1.66109 -2.32933 4.20774
H -1.01973 -3.08370 4.68051
H -1.35621 -0.53181 5.54902
H -4.12672 -1.21469 2.20091
H -2.70702 -3.48928 2.59113
Sn -0.28372 -0.38954 2.45294
Si -1.06247 -0.31755 -3.74837
C -0.53783 1.22879 -4.69973
C 0.78803 1.42213 -5.14209
H 1.52947 0.62641 -5.00262
C 1.19396 2.63373 -5.71980
H 2.23226 2.76355 -6.02254
C 0.29391 3.69289 -5.86712
H 0.62173 4.65430 -6.29159
C -1.02420 3.50901 -5.43605
H -1.72534 4.33623 -5.53738
C -1.43252 2.30588 -4.84888
H -2.45880 2.18941 -4.49656
C -0.31955 -1.69711 -4.68285
C -0.66140 -1.83118 -6.04688
H -1.43696 -1.17533 -6.45631
C -0.00174 -2.75355 -6.86812
H -0.25288 -2.82036 -7.92902
C 1.01273 -3.58024 -6.35265
H 1.54735 -4.29200 -7.01211
C 1.36039 -3.44946 -4.99829
H 2.19573 -4.04645 -4.60694
C 0.66483 -2.55916 -4.16323
H 0.92872 -2.49503 -3.10183
H -2.50379 -0.39272 -3.72323
Si 1.51298 0.36505 -1.83146
C 0.41718 -1.07565 -1.11260
C -0.98600 -1.26683 -1.09038
H -1.71891 -0.48218 -1.33646
C -1.53457 -2.47955 -0.65106
H -2.60442 -2.61441 -0.68671
C -0.74176 -3.51878 -0.21418
H -1.17315 -4.48093 0.08301
C 0.62574 -3.26982 -0.10579
H 1.26376 -4.06004 0.26411
C 1.20715 -2.06853 -0.51593
H 2.28485 -1.89320 -0.41723
C 0.27293 1.64634 -1.17278
C -0.81262 1.52722 -0.29582
H -1.01714 0.58996 0.22982
C -1.76329 2.53518 -0.17193
H -2.64641 2.33728 0.42781
C -1.59095 3.73414 -0.84559
H -2.34576 4.51721 -0.77536
C -0.38673 3.93687 -1.53476
H -0.23053 4.89612 -2.03264
C 0.56740 2.92777 -1.66317
H 1.48550 3.09804 -2.22784
H 2.38137 0.50252 -0.65400
Cl 2.02319 0.62311 2.15897
N 0.73743 0.35533 5.76668
C 0.41343 1.55981 5.07363
C 0.73216 2.79546 5.69047
C 0.47505 3.98895 5.02351
C 0.02811 3.92169 3.70016
C -0.22986 2.67940 3.15907
N -0.20203 1.53001 3.89488
C 1.44001 -0.78516 5.29315
C 2.52981 -1.28379 6.02928
C 3.25640 -2.36636 5.54798
C 2.93231 -2.87654 4.28041
C 1.84474 -2.33613 3.60904
N 1.06411 -1.38190 4.17400
H 1.10980 0.59615 6.68478
H 1.19746 2.74480 6.67689
H 0.63778 4.94105 5.50712
H -0.12959 4.81462 3.09899
H -0.37486 2.56286 2.08528
H 2.76968 -0.77097 6.94825
H 4.07496 -2.80472 6.12331
H 3.50410 -3.68259 3.81413
H 1.64858 -2.60288 2.55750
```